# 1
Entry from the Open Molecules 2025 dataset: the molecule C4H5NO (ωB97M-V with the def2-TZVPD basis set).

```
11
Properties=species:S:1:pos:R:3:lowdin_charge:R:1
C 1.3525 -2.1523 -0.4853 0.112
C 0.9128 -1.0343 -0.3962 -0.125
C 0.5879 0.3808 -0.3328 -0.203
N -0.3823 0.6442 0.7277 0.017
C -1.6357 0.9897 0.3732 -0.375
O -1.9304 1.3243 -0.7527 0.018
H 1.9754 -3.0168 -0.4996 0.027
H 0.2497 0.6489 -1.3442 0.127
H 1.4444 1.0534 -0.1469 0.132
H -0.2292 0.2176 1.6308 0.136
H -2.3451 0.9446 1.2261 0.134
```

Energy above the lowest of the compared OMol25 structures with the same formula, charge and spin: 1.976 eV
Electronic energy: -7764.5508 eV


# 2
Entry from the Open Molecules 2025 dataset: the molecule C5H8N2O (ωB97M-V with the def2-TZVPD basis set).

```
16
Properties=species:S:1:pos:R:3:lowdin_charge:R:1
C -1.7665 0.1624 0.2470 -0.052
C -0.3821 -0.2332 0.0957 -0.635
N -0.3326 -1.4150 -0.7286 0.116
C 0.4831 1.1213 -0.1301 -0.022
C 1.6666 0.6492 -0.7232 -0.166
N 2.2661 -0.3958 -0.1418 0.072
O 1.6566 -0.6617 1.1511 -0.063
C 0.4321 -0.0436 1.1220 -0.233
H -2.1201 0.1009 -0.7654 0.079
H -2.0520 1.2715 0.5387 0.131
H -2.1329 -0.6769 0.8362 0.098
H 0.3081 -2.1472 -0.4560 0.084
H -0.1196 -1.0937 -1.7056 0.121
H -0.1394 2.0812 0.0531 0.152
H 2.2273 1.1043 -1.5614 0.127
H 0.0054 0.1763 2.1684 0.191
```

Energy above the lowest of the compared OMol25 structures with the same formula, charge and spin: 5.018 eV
Electronic energy: -10337.7079 eV


# 3
Entry from the Open Molecules 2025 dataset: the molecule C5H9NO (ωB97M-V with the def2-TZVPD basis set).

```
16
Properties=species:S:1:pos:R:3:lowdin_charge:R:1
C -1.8628 -1.1611 -1.4078 -0.019
C -1.3494 -1.4019 -0.1705 -0.224
C 0.0946 -1.0956 0.0769 -0.152
C -0.0522 0.4269 0.7663 -0.172
N 0.8454 1.3634 0.1037 0.004
C 2.0967 1.6995 0.5985 -0.316
O 2.6205 2.8248 0.5248 -0.015
H -1.1547 -0.7738 -2.1264 0.042
H -2.7169 -1.5991 -1.8942 0.046
H -2.1651 -1.7258 0.5140 0.108
H 0.7209 -1.6427 0.7467 0.084
H 0.5504 -0.8128 -0.9274 0.114
H 0.3093 0.2026 1.8498 0.127
H -1.1544 0.7761 0.7880 0.136
H 0.4024 1.9646 -0.4877 0.094
H 2.8153 0.9550 1.0452 0.142
```

Energy above the lowest of the compared OMol25 structures with the same formula, charge and spin: 3.077 eV
Electronic energy: -8866.1359 eV


HOMO energy values (in eV) by entry order: -10.01 -8.99 -9.05.
F_max values (in eV Å⁻¹) by entry order: 1.40 6.94 4.78.